Molecular formula: C13H47N19O15PS2
Method: DFT, ωB97M-V/def2-TZVPD

## Properties
Multiplicity: 1
Total charge: -1
Gap between HOMO and LUMO (eV): 6.423
Lowest unoccupied orbital energy (eV): 1.07
HOMO energy (Eh): -0.1968

Each line ends with the Mulliken charge.
Element x y z (Å)
S (-6.0232, 1.2997, -4.1884)  0.9190
S (-3.3328, 1.4778, -4.2013)  1.0817
P (-7.4259, 0.5547, -2.7433)  -0.0914
O (4.3527, 4.6343, -3.0253)  -0.6613
O (-3.5272, 2.2220, -5.4015)  -0.6929
O (-6.0342, 0.4551, -5.3593)  -0.6093
O (-3.9611, 2.2406, 0.6618)  -0.6319
O (-2.3338, 2.0571, -3.3064)  -0.7330
O (3.5281, 1.8197, 6.4236)  -0.6465
O (4.5952, -3.5280, 4.9647)  -0.6343
O (-1.1029, -3.5766, -3.0612)  -0.8775
O (1.6198, 0.1581, 1.8316)  -0.7417
O (-1.2614, -7.8999, -5.9774)  -0.6810
O (6.6698, 6.3505, 8.2989)  -0.6449
O (-3.0922, -1.0209, -3.4719)  -0.1424
O (-3.4607, -2.2914, -3.9798)  -0.4260
O (2.1630, -1.0359, -1.9479)  -0.7948
O (-6.4849, 2.6405, -4.4184)  -0.6760
N (-0.6889, -6.1269, -4.6770)  -0.2333
N (1.0035, 0.3987, -3.2676)  -0.5444
N (6.3465, -2.8524, 6.2379)  -0.3985
N (2.6830, 3.0936, -2.9920)  -0.2713
N (-4.6577, 4.3292, 1.2050)  -0.4467
N (3.3680, 1.4615, 1.2282)  -0.3802
N (3.6344, -0.2839, 7.2555)  -0.2859
N (2.9974, 1.4854, 8.6037)  -0.4065
N (5.3296, -1.3945, 4.7548)  -0.4086
N (5.7814, 4.3747, 8.9795)  -0.3477
N (-1.1727, -4.7742, -1.1367)  -0.4177
N (-2.6248, -6.0851, -5.9217)  -0.3130
N (4.7928, 2.5188, -3.7189)  -0.3299
N (0.8063, -3.8349, -1.8637)  -0.3372
N (-4.6394, 1.2651, -3.3375)  -0.2565
N (-3.7141, 3.9101, -0.8612)  -0.3118
N (3.7191, -0.6782, 2.0371)  -0.4970
N (0.4976, 0.1984, -1.0344)  -0.2298
N (5.6699, 5.0063, 6.7666)  -0.3268
C (-7.5750, -2.1162, -3.5526)  -1.1029
C (-4.0962, 3.4083, 0.3453)  0.7353
C (5.3721, -2.6537, 5.2963)  0.7247
C (-0.5209, -4.0333, -2.0779)  0.7888
C (6.0816, 5.3192, 8.0289)  0.5809
C (2.8205, 0.3091, 1.7069)  0.7438
C (-1.5046, -6.7804, -5.5522)  0.5632
C (1.2777, -0.1944, -2.0664)  0.9266
C (-2.6703, -0.1993, -4.5360)  -0.4973
C (-6.9106, 1.4616, -1.2154)  -0.7213
C (-7.0081, -1.2023, -2.4512)  -0.4794
C (3.9632, 3.4967, -3.2302)  0.5016
C (3.3952, 1.0536, 7.3636)  0.6548
H (1.3011, -3.2731, -2.5354)  0.1799
H (5.8681, 5.6661, 6.0385)  0.1841
H (4.7118, -0.5849, 1.9328)  0.1596
H (-3.2978, 3.2760, -1.5295)  0.1536
H (5.1810, 4.1583, 6.5348)  0.1867
H (-3.8271, 4.8718, -1.1161)  0.1464
H (-2.8422, -5.1663, -5.5844)  0.1744
H (4.4972, 1.5765, -3.8908)  0.1771
H (2.8776, 0.8776, 9.3912)  0.1528
H (4.3525, 1.6048, 1.1112)  0.1510
H (2.3524, 2.1569, -3.1574)  0.2728
H (-0.2421, 0.8747, -1.1179)  0.1332
H (-3.2505, -6.5309, -6.5648)  0.1799
H (6.0671, 4.5659, 9.9206)  0.1800
H (2.7351, 2.1970, 0.9729)  0.2169
H (-3.0741, -0.5966, -5.4541)  0.4125
H (1.3045, -4.1942, -1.0728)  0.1398
H (2.0445, 3.7782, -2.6316)  0.1852
H (-6.5231, 0.7413, -0.5088)  0.3409
H (-0.8788, -5.2030, -4.3171)  0.1863
H (-5.9419, -1.3871, -2.3714)  0.2295
H (-8.5708, -2.4158, -3.2525)  0.3711
H (-2.6410, -2.7978, -3.8548)  0.4381
H (-0.7257, -5.1567, -0.3261)  0.1499
H (4.6223, -1.2209, 4.0586)  0.2519
H (-6.9801, -3.0122, -3.6507)  0.2817
H (-6.1095, 2.1462, -1.4481)  -0.0082
H (2.8042, 2.4641, 8.7092)  0.2521
H (3.9208, -0.6268, 6.3532)  0.1652
H (1.5495, 0.1200, -4.0614)  0.1860
H (3.3405, -1.5436, 2.3790)  0.2176
H (3.5372, -0.9301, 8.0152)  0.1475
H (0.1412, -6.6053, -4.3837)  0.1463
H (-2.1539, -4.9309, -1.2734)  0.2306
H (-7.6313, -1.5791, -4.4881)  0.2933
H (0.2666, 1.0782, -3.3885)  0.1308
H (6.9952, -2.1444, 6.5248)  0.1671
H (5.3002, 3.5185, 8.7762)  0.1680
H (5.9584, -0.6556, 5.0108)  0.1602
H (0.6815, -0.2218, -0.1378)  0.1491
H (5.7424, 2.7761, -3.9073)  0.1940
H (-7.4303, -1.5199, -1.5056)  0.4995
H (-4.7855, 5.2955, 0.9755)  0.1411
H (6.4029, -3.7636, 6.6525)  0.2284
H (-7.7535, 2.0171, -0.8347)  0.4432
H (-4.9524, 3.9961, 2.1023)  0.2230
H (-1.5890, -0.1345, -4.5099)  0.2383


Molecular formula: C31H74N8O14
Method: DFT, ωB97M-V/def2-TZVPD

## Properties
Multiplicity: 1
Total charge: 0
Gap between HOMO and LUMO (eV): 8.982
Lowest unoccupied orbital energy (eV): 0.05
HOMO energy (Eh): -0.3284
SMILES: C[C@H]1COC(=O)O1.CN(C)C=O.CN(C)C=O.CN(C)C=O.CN(C)C=O.CN(C)C=O.CN(C)C=O.CN(C)C=O.CN(C)C=O.CO.CO.CO

Each line ends with the Mulliken charge.
Element x y z (Å)
O (-28.6348, 29.2388, -14.8894)  -0.5922
O (-23.2901, 19.8618, -18.0701)  -0.5659
O (-20.3245, 27.2968, -18.9465)  -0.5797
O (-20.2636, 24.2140, -13.5959)  -0.5673
O (-22.6200, 25.9110, -19.9851)  -0.2025
O (-24.7422, 26.5369, -20.2602)  -0.4741
O (-32.5495, 27.4348, -18.6863)  -0.6238
O (-22.8390, 28.8932, -22.2825)  -0.5113
O (-24.1686, 25.9647, -18.2931)  0.1867
O (-26.3259, 30.4533, -20.3005)  -0.2761
O (-19.3569, 22.8748, -20.2827)  -0.7101
O (-30.1732, 26.5398, -24.2965)  -0.6016
O (-27.4749, 24.3388, -21.0059)  -0.4641
O (-26.1122, 24.2751, -15.8911)  -0.5268
N (-20.2719, 23.2678, -22.2854)  0.0566
N (-23.3931, 21.6510, -19.4260)  0.4004
N (-28.9388, 27.4053, -13.5485)  0.2570
N (-28.4747, 23.1551, -19.3731)  0.4847
N (-30.2658, 27.5751, -18.6695)  0.2976
N (-20.3706, 24.4923, -15.8704)  0.2389
N (-28.5827, 27.8962, -23.4322)  0.1603
N (-24.6948, 22.9310, -14.6494)  0.2235
C (-29.6865, 22.4584, -18.8795)  -1.0132
C (-28.3610, 23.5784, -20.6297)  -0.1472
C (-30.0212, 26.1197, -18.6069)  -0.6139
C (-19.4798, 22.1883, -22.9541)  -1.0522
C (-25.4953, 26.4845, -18.1366)  2.2365
C (-25.8021, 31.3890, -19.4209)  -0.7857
C (-19.6842, 27.6304, -20.1611)  -0.4531
C (-25.5982, 27.5142, -16.9954)  -1.5416
C (-20.1580, 23.5138, -20.9712)  0.4620
C (-21.7495, 25.0249, -15.9078)  -0.6863
C (-29.4446, 26.8423, -23.3888)  0.2961
C (-25.8881, 26.9519, -19.5105)  1.2473
C (-22.5004, 29.4534, -21.0375)  0.2628
C (-25.1521, 21.6625, -15.1837)  -1.0132
C (-29.0396, 28.3783, -18.6676)  -0.3758
C (-31.5019, 28.1000, -18.6045)  0.0411
C (-23.7262, 26.1112, -19.5603)  0.4200
C (-23.3264, 22.5783, -18.2914)  0.5802
C (-23.5062, 22.8036, -13.8075)  -1.0107
C (-27.7329, 26.7834, -13.9283)  -1.2908
C (-21.1884, 23.8949, -23.1655)  -0.9433
C (-28.6379, 28.9492, -24.4776)  -0.9083
C (-23.2158, 20.3451, -19.1845)  0.0495
C (-27.5562, 27.9800, -22.4874)  -0.6526
C (-23.7645, 22.1378, -20.7536)  -0.6594
C (-25.1923, 24.1318, -15.0915)  0.0000
C (-29.2929, 28.6136, -14.0404)  0.1279
C (-29.8075, 26.5907, -12.8172)  -0.8871
C (-19.7926, 24.2673, -17.1998)  -0.6503
C (-19.7612, 24.1076, -14.6892)  0.0621
C (-27.4614, 23.3159, -18.3568)  -0.5009
H (-21.7584, 24.6706, -22.6542)  0.2354
H (-23.3565, 30.0802, -20.7876)  -0.2298
H (-27.3750, 22.3319, -17.8961)  0.5434
H (-22.4034, 24.1896, -16.1582)  -0.0248
H (-24.7167, 31.4209, -19.5161)  0.2435
H (-18.8054, 23.5966, -14.8834)  0.3294
H (-27.7240, 28.8425, -25.0621)  0.3192
H (-22.4000, 28.6975, -20.2587)  -0.0761
H (-29.3126, 26.2111, -11.9233)  0.3403
H (-30.2492, 28.9321, -13.5975)  0.3066
H (-27.3347, 27.0802, -21.9135)  -0.0782
H (-19.4338, 25.2275, -17.5703)  0.2588
H (-22.4513, 23.2248, -18.3574)  -0.5382
H (-30.9015, 25.5244, -18.8493)  0.3596
H (-29.1661, 23.2067, -21.2822)  0.3014
H (-24.3493, 21.1702, -15.7325)  0.5118
H (-30.0176, 25.6183, -13.2627)  0.3194
H (-24.1873, 23.2463, -18.3208)  -0.3854
H (-20.5116, 23.8820, -17.9228)  -0.0467
H (-28.2841, 27.9060, -19.2955)  -0.2476
H (-26.1907, 32.3881, -19.6180)  0.3580
H (-26.6329, 27.6654, -16.6878)  0.0666
H (-27.0843, 26.5135, -13.0949)  0.3349
H (-19.0724, 23.4496, -17.1713)  0.3905
H (-31.5502, 29.1945, -18.4951)  0.3786
H (-23.8514, 21.3422, -21.4936)  0.4006
H (-26.1032, 25.6324, -17.8325)  -1.4954
H (-20.8712, 24.2823, -20.6352)  0.2160
H (-19.5846, 26.8142, -20.8767)  0.1068
H (-30.7574, 27.0301, -12.5128)  0.3126
H (-20.6934, 24.3571, -24.0196)  0.3507
H (-21.1973, 27.0131, -19.2282)  0.1554
H (-21.9603, 25.8082, -16.6359)  0.1595
H (-18.6854, 27.9669, -19.8834)  0.3780
H (-29.9524, 26.0856, -17.5196)  0.4795
H (-29.0351, 25.8537, -18.9877)  -0.2430
H (-30.1040, 23.0214, -18.0448)  0.3475
H (-26.2812, 30.7077, -21.2251)  0.2223
H (-28.6089, 29.8795, -23.9105)  0.3082
H (-29.5221, 28.9342, -25.1148)  0.3151
H (-21.5832, 30.0384, -21.1054)  0.2772
H (-25.0481, 27.1127, -16.1443)  0.3407
H (-19.2778, 22.4120, -24.0016)  0.3409
H (-26.0555, 21.8508, -15.7637)  0.0874
H (-24.7528, 22.5860, -20.6513)  0.1422
H (-18.5593, 22.0409, -22.3891)  0.3295
H (-20.0688, 28.4428, -20.7777)  0.1274
H (-29.5777, 21.4356, -18.5189)  0.3063
H (-27.1144, 27.3298, -14.6403)  0.2409
H (-25.0935, 28.4607, -17.1886)  0.3450
H (-29.3148, 26.2452, -22.4729)  0.2017
H (-27.5149, 28.7823, -21.7508)  0.1280
H (-27.8899, 25.9552, -14.6194)  0.4849
H (-20.0137, 21.2404, -23.0212)  0.3280
H (-23.1494, 22.9491, -21.1428)  0.1034
H (-26.0081, 31.1770, -18.3717)  0.2379
H (-26.2097, 27.9929, -19.4753)  -0.1640
H (-27.6896, 24.0071, -17.5455)  0.2753
H (-23.2939, 22.1705, -17.2811)  -0.0537
H (-24.6448, 24.9981, -14.6892)  0.3992
H (-29.2406, 29.3075, -19.2007)  0.4837
H (-22.9989, 23.7681, -13.7862)  0.3302
H (-22.0138, 25.3928, -14.9164)  0.5298
H (-23.6552, 29.2849, -22.6020)  0.3075
H (-21.8234, 23.1652, -23.6678)  0.3604
H (-22.8436, 21.9645, -14.0196)  0.3168
H (-23.7653, 22.6603, -12.7585)  0.3539
H (-26.7072, 26.3281, -19.8684)  -0.4939
H (-26.6074, 28.0880, -23.0129)  0.4925
H (-28.6506, 28.6148, -17.6772)  0.0665
H (-26.4893, 23.5181, -18.8063)  -0.3969
H (-23.1653, 19.7525, -20.1111)  0.2988
H (-25.4354, 21.0211, -14.3491)  0.3622
H (-30.4368, 22.3905, -19.6674)  0.3160


Number 1: DFT total energy -104235.42457 eV. Number 2: DFT total energy -73930.20620 eV.